Record 1
A single CH4S4 molecule at a distorted geometry, computed with the ωB97M-V functional and the def2-TZVPD basis.

Output
DFT total energy: -1633.08638 hartree
2S+1: 3
max |F|: 5.12 eV/Å
energy relative to the best compared isomer or geometry (same formula, charge and spin): 102.19 kJ/mol
gap between HOMO and LUMO (spin up / spin down): 5.630 / 6.169 eV

```
9
CH4S4, DFT the ωB97M-V functional and the def2-TZVPD basis
C -0.072 0.067 1.028
S 2.606 -0.467 -0.472
S -2.658 0.384 -0.402
S 1.167 0.967 0.006
S -1.081 -0.860 -0.122
H -0.504 0.909 1.556
H 0.416 -0.833 1.468
H 1.729 -0.972 -1.286
H -2.335 1.305 -1.441
```


Record 2
A single C4H9NO2 molecule at a distorted geometry, computed with the ωB97M-V functional and the def2-TZVPD basis.

Output
DFT total energy: -363.05706 hartree
2S+1: 1
SMILES: CC[C@@H](N)C(=O)O
max |F|: 1.65 eV/Å
energy relative to the best compared isomer or geometry (same formula, charge and spin): 74.75 kJ/mol
gap between HOMO and LUMO: 10.051 eV

```
16
C4H9NO2, DFT the ωB97M-V functional and the def2-TZVPD basis
O 1.386 -2.159 0.212
C 1.330 -1.046 0.670
O 2.137 -0.614 1.677
C 0.377 0.044 0.219
C -0.500 -0.250 -0.969
C -1.262 0.932 -1.549
N -0.387 0.625 1.323
H 2.266 -1.335 2.310
H 1.059 0.865 -0.042
H 0.128 -0.664 -1.747
H -1.219 -1.040 -0.731
H -1.686 1.576 -0.774
H -2.082 0.552 -2.150
H -0.643 1.568 -2.191
H -1.135 0.043 1.672
H 0.231 0.904 2.070
```


Record 3
2 unconnected molecules or ions with the total composition C5H4F2OS at a distorted geometry, computed with the ωB97M-V functional and the def2-TZVPD basis.

Output
DFT total energy: -865.97003 hartree
2S+1: 1
max |F|: 5.60 eV/Å
energy relative to the best compared isomer or geometry (same formula, charge and spin): 169.72 kJ/mol
gap between HOMO and LUMO: 9.700 eV

```
13
C5H4F2OS, DFT the ωB97M-V functional and the def2-TZVPD basis
C -2.122 -0.434 -0.187
C -0.757 -0.730 -0.608
C -2.254 0.871 0.210
C -0.057 0.413 -0.454
C 2.383 -0.093 0.308
O 1.853 0.613 -0.709
F 2.603 -1.465 0.063
F 3.637 0.359 0.384
S -0.762 1.788 0.101
H -2.886 -1.088 -0.172
H -0.563 -1.754 -0.953
H -3.112 1.414 0.649
H 2.037 0.107 1.368
```


Record 4
A gas-phase ion, C3H8N3O (charge +1) at a distorted geometry, computed with the ωB97M-V functional and the def2-TZVPD basis.

Output
DFT total energy: -358.28422 hartree
2S+1: 1
SMILES: [H]/N=C1/COCN1[NH3+]
net charge: +1
max |F|: 1.02 eV/Å
energy relative to the best compared isomer or geometry (same formula, charge and spin): 294.63 kJ/mol
gap between HOMO and LUMO: 10.305 eV

```
15
C3H8N3O, DFT the ωB97M-V functional and the def2-TZVPD basis
C -0.192 -0.869 0.500
C 0.821 -1.609 -0.320
C 1.025 0.580 -0.876
N -1.072 -1.365 1.217
N 0.098 0.507 0.259
N -0.937 1.464 0.394
O 1.710 -0.615 -0.803
H 1.391 -2.333 0.263
H 0.316 -2.137 -1.140
H 0.454 0.691 -1.823
H 1.742 1.399 -0.768
H -1.718 -0.793 1.750
H -1.678 1.022 0.987
H -1.364 1.741 -0.517
H -0.596 2.319 0.874
```


Record 5
A molecular structure, C26H31N8O2S2Ti at a distorted geometry, computed with the ωB97M-V functional and the def2-TZVPD basis.

Output
DFT total energy: -3243.62686 hartree
2S+1: 1
net charge: +1
max |F|: 1.79 eV/Å
energy relative to the best compared isomer or geometry (same formula, charge and spin): 0.00 kJ/mol
gap between HOMO and LUMO: 6.752 eV

```
70
C26H31N8O2S2Ti, DFT the ωB97M-V functional and the def2-TZVPD basis
Ti -0.378 -0.440 0.199
C 0.035 3.100 0.855
O 0.246 1.735 1.216
C 1.038 1.467 2.305
C 1.288 2.321 3.362
C 2.095 1.881 4.406
C 2.649 0.610 4.396
C 2.441 -0.231 3.314
C 1.643 0.202 2.267
N 1.393 -0.491 1.079
N 2.245 -1.358 0.678
C 2.209 -1.784 -0.600
C 1.495 -1.059 -1.611
O 0.650 -0.125 -1.298
C 1.798 -1.334 -2.971
C 2.627 -2.354 -3.311
C 3.270 -3.167 -2.331
C 4.094 -4.246 -2.694
C 4.717 -5.004 -1.734
C 4.522 -4.713 -0.378
C 3.705 -3.675 0.003
C 3.074 -2.879 -0.965
H 0.983 3.638 0.840
H -0.658 3.591 1.541
H -0.392 3.080 -0.145
H 0.866 3.316 3.383
H 2.287 2.543 5.239
H 3.262 0.281 5.224
H 2.876 -1.221 3.273
H 1.298 -0.730 -3.718
H 2.808 -2.577 -4.356
H 4.236 -4.466 -3.745
H 5.358 -5.826 -2.024
H 5.021 -5.315 0.370
H 3.534 -3.459 1.048
N -1.957 0.475 0.130
N -1.013 -1.047 2.205
C -0.769 -2.281 2.495
N -0.911 -2.868 3.697
S -0.148 -3.283 1.190
H -2.234 1.207 0.772
H -2.617 0.476 -0.652
H -1.405 -0.512 2.971
H -1.113 -2.329 4.521
H -0.712 -3.846 3.808
C -2.909 -2.994 -0.319
C -1.552 -2.945 -1.039
C -1.674 -2.080 -2.303
C -1.116 -4.351 -1.467
N -0.522 -2.336 -0.144
H -3.690 -3.362 -0.984
H -3.168 -1.991 0.024
H -2.853 -3.659 0.545
H -2.620 -2.295 -2.797
H -0.866 -2.308 -2.997
H -1.641 -1.015 -2.072
H -1.783 -4.720 -2.247
H -1.135 -5.051 -0.631
H -0.099 -4.319 -1.864
S -1.647 1.702 -3.089
C -3.270 1.431 -3.246
N -3.948 1.946 -4.343
C -5.271 1.785 -4.527
C -6.002 1.083 -3.621
C -5.290 0.559 -2.522
N -4.004 0.717 -2.347
H -3.391 2.479 -4.995
H -5.703 2.237 -5.409
H -7.064 0.945 -3.736
H -5.801 -0.015 -1.755
```